Entry A
A 2-piece molecular cluster, C2H4Cl4 overall, computed with the ωB97M-V functional and the def2-TZVPD basis.

## Properties
Lowest unoccupied orbital energy (eV): 0.681
Charge: 0
Highest occupied orbital energy (eV): -10.8
Gap between HOMO and LUMO (Ha): 0.42364
SMILES: ClCCl.ClCCl

Cartesian coordinates (Å):
C 12.0149 -3.1041 17.1210
Cl 12.5353 -2.6567 18.7490
Cl 11.2681 -1.7472 16.2627
H 12.8775 -3.4104 16.5442
H 11.2754 -3.8909 17.1876
C 13.8014 0.6195 17.1421
Cl 14.5415 1.4170 18.5330
Cl 14.9406 0.4179 15.8060
H 13.4591 -0.3606 17.4458
H 12.9729 1.2299 16.8058


Entry B
A 2-piece molecular cluster, C2H4Cl4 overall, computed with the ωB97M-V functional and the def2-TZVPD basis.

## Properties
Lowest unoccupied orbital energy (eV): 0.777
Charge: 0
Highest occupied orbital energy (eV): -10.9
Gap between HOMO and LUMO (Ha): 0.43064
SMILES: ClCCl.ClCCl

Cartesian coordinates (Å):
C 0.5416 -1.0724 2.4308
Cl -0.4593 0.1858 3.1462
Cl 1.0356 -0.6380 0.7984
H 1.4207 -1.1936 3.0575
H 0.0527 -2.0407 2.3854
C -0.6248 0.8818 -2.2673
Cl 0.3920 2.1899 -1.6762
Cl -0.3469 0.5620 -4.0138
H -0.3490 -0.0217 -1.7404
H -1.6625 1.1469 -2.1206


Which one sits at the bottom of the stability order? entry B does.